Below is the ion C13H14NO with charge -1 in a non-equilibrium geometry, with properties calculated with ωB97M-V/def2-TZVPD.

As for the charge: -1. Its SMILES is C/C([O-])=C/C[C@@](C)(C#N)c1ccccc1. As for the spin multiplicity: 1. As for the orbital gap: 0.204 hartree. The HOMO energy comes out at -2.38 eV.

Geometry (Å):
C -1.02006 1.78228 1.24395
C -0.83078 0.34237 1.79423
C 0.49066 -0.01240 2.32107
C 0.99228 -1.33877 2.73210
O -1.79882 -0.43704 1.72461
H -0.09960 2.36050 1.28890
H -1.39572 1.78751 0.21969
H -1.76667 2.28976 1.84935
H 1.26595 0.76987 2.16192
H 1.65899 -1.69218 1.77369
H 0.03085 -1.83089 3.17706
C 1.96646 -3.41752 3.85433
C 2.00886 -1.84394 3.87580
C 3.35482 -1.47697 3.34431
N 4.30472 -1.12722 2.75510
C 1.85717 -1.29830 5.27635
C 1.00455 -1.90630 6.20437
C 0.75327 -1.28704 7.42366
C 1.35346 -0.06935 7.74335
C 2.28033 0.47835 6.86318
C 2.55297 -0.11081 5.63713
H 1.24249 -3.83875 4.55572
H 1.67227 -3.70647 2.83794
H 2.94286 -3.87042 4.09016
H 0.55806 -2.88110 5.98302
H 0.06467 -1.76278 8.12071
H 1.15584 0.40595 8.69588
H 2.81575 1.41256 7.10692
H 3.32205 0.30064 4.96874



Below is a cluster of 2 separate species, C4H12NO2P in total in a non-equilibrium geometry, with properties calculated with ωB97M-V/def2-TZVPD.

As for the charge: 0. The relative energy (zero: lowest compared OMol25 entry of this formula, charge and spin) comes out at 6.150 eV. As for the spin multiplicity: 1. As for the orbital gap (alpha / beta): 0.319 / 0.297 hartree. The HOMO energy (alpha / beta) comes out at -9.52 / -7.95 eV.

Geometry (Å):
C -0.24990 2.88987 -0.30070
C -1.04694 -2.41889 -0.46530
C -0.78055 1.81344 0.67358
C -1.08682 -1.23889 0.58559
N 3.64869 -1.38089 0.14453
O -0.36477 0.15927 -1.48033
O 2.63319 -0.46420 -0.11822
P -0.10677 0.22416 -0.03797
H -0.91285 3.71285 -0.44768
H 0.73762 3.14179 -0.05624
H -0.28717 2.44059 -1.24588
H -0.89159 -2.03339 -1.57790
H -0.10226 -2.98892 -0.09862
H -1.95376 -3.16307 -0.40041
H -1.91131 1.79172 0.76169
H -0.48385 1.78907 1.64322
H -0.87474 -1.67300 1.55352
H -2.08536 -0.67080 0.72683
H 3.89302 -1.36684 1.11715
H 2.22615 -0.56388 -0.97687



Below is a cluster of 2 separate species, C3H10N2O3 in total in a non-equilibrium geometry, with properties calculated with ωB97M-V/def2-TZVPD.

As for the charge: 0. Its SMILES is NC(=O)CNCO.O. The relative energy (zero: lowest compared OMol25 entry of this formula, charge and spin) comes out at 0.416 eV. As for the spin multiplicity: 1. As for the orbital gap: 0.373 hartree. The HOMO energy comes out at -9.41 eV.

Geometry (Å):
O 0.18730 -0.76789 1.27336
C -0.45573 -1.29918 0.38959
N -1.36147 -2.29067 0.63346
C -0.22537 -1.03970 -1.09167
N 0.65003 0.07208 -1.40110
C -0.05251 1.33766 -1.51343
O -0.82835 1.68995 -0.39086
H -1.51449 -2.60348 1.57584
H -2.14698 -2.39427 0.02022
H -1.19531 -0.90839 -1.55645
H 0.21085 -1.94450 -1.51263
H 1.32639 0.19053 -0.65733
H -0.76925 1.29326 -2.32922
H 0.71961 2.08470 -1.67798
H -0.31830 1.68529 0.44005
H 1.65266 1.99201 2.53072
H 1.70445 0.83463 1.43491
O 1.78641 1.77629 1.60691



Below is a structure of composition C14H23AuN4OPS5, with properties calculated with ωB97M-V/def2-TZVPD.

As for the charge: +1. The relative energy (zero: lowest compared OMol25 entry of this formula, charge and spin) comes out at 0.000 eV. As for the spin multiplicity: 3. As for the orbital gap (alpha / beta): 0.285 / 0.233 hartree. The HOMO energy (alpha / beta) comes out at -10.56 / -11.53 eV.

Geometry (Å):
Au 1.15737 1.44583 -0.65560
S 2.13007 8.02445 2.16736
C 1.93106 6.54869 1.54547
S 0.70634 5.42991 2.08907
C 1.07396 4.13467 1.01082
C 2.14400 4.36393 0.12354
S 2.70046 3.26345 -1.03113
S 2.91786 5.90030 0.26111
S 0.16144 2.71060 1.09328
C -0.60861 -3.21376 -0.66049
N -0.90900 -2.48604 0.56417
C -1.34473 -3.31689 1.67707
P -1.12495 -0.85878 0.59722
O -0.31797 -0.26402 -0.53627
N -0.65007 -0.30479 2.06705
C -1.51657 -0.01246 3.20094
C 0.75839 -0.45408 2.42067
N -2.73340 -0.51347 0.51095
C -3.13027 0.89159 0.43767
C -3.63672 -1.40119 -0.21481
H 0.16753 -3.95590 -0.46359
H -0.24554 -2.52613 -1.41910
H -1.49126 -3.73571 -1.04439
H -0.57860 -4.06081 1.90347
H -2.27587 -3.84523 1.44909
H -1.50599 -2.70821 2.56444
H -2.56104 -0.07630 2.91225
H -1.30894 0.99180 3.57830
H -1.33513 -0.72540 4.01084
H 1.34692 -0.72605 1.54515
H 0.88187 -1.24038 3.17129
H 1.15089 0.48070 2.82589
H -2.44807 1.51502 1.01264
H -4.13085 1.00620 0.85738
H -3.13963 1.25132 -0.59565
H -3.33223 -2.43760 -0.09970
H -3.67392 -1.16046 -1.28228
H -4.64192 -1.29495 0.19474
C 3.13964 -1.22750 -4.32512
C 1.77019 -1.21854 -4.11220
C 1.26084 -0.48058 -3.06151
N 2.05064 0.23110 -2.24858
C 3.37228 0.22608 -2.45426
C 3.95511 -0.49370 -3.47865
H 3.56568 -1.79770 -5.13946
H 1.09796 -1.77364 -4.75055
H 0.20314 -0.44882 -2.84190
H 3.96998 0.81536 -1.77117
H 5.02767 -0.47193 -3.60546



Below is a structure of composition C9H29O10Pd in a non-equilibrium geometry, with properties calculated with ωB97M-V/def2-TZVPD.

As for the charge: +1. The relative energy (zero: lowest compared OMol25 entry of this formula, charge and spin) comes out at 0.325 eV. As for the spin multiplicity: 3. As for the orbital gap (alpha / beta): 0.285 / 0.193 hartree. The HOMO energy (alpha / beta) comes out at -11.87 / -11.87 eV.

Geometry (Å):
Pd -1.94356 -0.63380 -1.57266
O 0.01741 -0.48471 -0.97238
H 0.86120 -0.33922 -0.54054
C -0.22218 4.01522 -2.59417
C 0.73336 2.88549 -2.25858
O 0.19875 1.66486 -2.68714
O -0.59170 3.93433 -3.97517
H 0.29004 4.96775 -2.42969
H -1.13852 4.00034 -1.99167
H 0.94819 2.90597 -1.18492
H 1.64870 3.12641 -2.81149
H 0.32033 0.95898 -2.02806
H -0.44026 4.79652 -4.36807
C -2.26331 2.45036 0.42280
C -1.53848 1.86475 1.60308
O -0.16957 1.64611 1.33825
O -2.47886 1.45181 -0.64465
H -1.71561 3.30854 0.03189
H -3.25254 2.76610 0.76612
H -2.07151 0.94806 1.88998
H -1.55518 2.57405 2.42915
H -0.11210 0.94260 0.67078
H -3.18421 1.85379 -1.16876
C 3.21878 -0.97143 3.69191
C 2.10972 -0.44743 2.83158
O 1.64552 0.79635 3.35426
O 2.84912 -1.04506 5.05100
H 4.10495 -0.33214 3.58370
H 3.53671 -1.95856 3.35251
H 1.26288 -1.15305 2.77965
H 2.44834 -0.31664 1.79046
H 1.06389 1.18350 2.68175
H 3.00674 -0.17670 5.43169
C -2.08739 -3.49795 -0.89595
C -2.03059 -2.75384 0.41687
O -2.70614 -1.46026 0.27472
O -1.69533 -2.71795 -2.04534
H -3.11980 -3.83459 -1.03854
H -1.46829 -4.38851 -0.78816
H -0.99447 -2.51393 0.67841
H -2.46535 -3.37205 1.19668
H -3.09274 -1.12878 1.09224
H -1.66034 -3.31534 -2.80258
C 2.59057 -3.18983 -1.56869
O 1.59447 -2.94727 -0.57770
H 3.31881 -2.37772 -1.60789
H 3.06748 -4.14210 -1.35618
H 2.14875 -3.30232 -2.56914
H 1.01330 -2.24070 -0.88132



| no. | total energy (hartree) |
| --- | --- |
| 1 | -633.7260 |
| 2 | -706.0136 |
| 3 | -455.5563 |
| 4 | -3309.3723 |
| 5 | -1240.1484 |